DFT (ωB97M-V/def2-TZVPD) results for a structure of composition C5H6O2S2 at a distorted geometry.

F_max: 3.3 eV/Å
E_HOMO (spin up / spin down): -7.489 / -8.501 eV
HOMO-LUMO gap (spin up / spin down): 7.6425 / 6.9651 eV
Relative energy (zero: lowest compared OMol25 entry of this formula, charge and spin): 61.2 kcal per mole

```
! RIJCOSX wB97M-V def2-TZVPD def2/J DEFGRID3
* xyz 0 3
C 2.32757 -1.29479 -0.12900
C 2.53978 -0.12294 -0.73734
C -0.54477 0.05705 0.33639
C 0.59029 2.24577 0.50849
C -2.62369 -1.55137 -0.32130
O 1.71151 -2.28074 -0.26631
O 3.28311 0.80433 -0.87694
S 0.88375 0.49997 1.15634
S -0.98163 -1.51083 0.53584
H -0.50532 2.23534 0.24639
H 1.27792 2.41547 -0.29531
H 0.67089 2.93600 1.33381
H -2.34477 -1.58656 -1.32651
H -3.03225 -0.53034 -0.27576
H -3.25238 -2.31636 0.11119
*
```



DFT (ωB97M-V/def2-TZVPD) results for a structure of composition C3H8FN2 at a distorted geometry.

F_max: 4.7 eV/Å
E_HOMO: -15.038 eV
HOMO-LUMO gap: 11.2919 eV
Relative energy (zero: lowest compared OMol25 entry of this formula, charge and spin): 77.3 kcal per mole

```
! RIJCOSX wB97M-V def2-TZVPD def2/J DEFGRID3
* xyz 1 1
C 1.97329 0.15756 -0.02616
C -2.06753 -0.38511 0.02378
C 0.10859 0.70191 -0.26487
N 2.91706 0.92099 0.02414
N -0.61278 -0.43761 0.33826
F 1.95022 -1.20103 0.12338
H -2.43742 -1.43930 0.01643
H -2.68962 0.20008 0.74273
H -2.08574 0.24891 -0.93428
H -0.25847 0.92394 -1.33311
H 0.16560 1.63969 0.29291
H 3.87605 0.59820 0.06429
H -0.40259 -0.69820 1.24565
H -0.43666 -1.23002 -0.31316
*
```



DFT (ωB97M-V/def2-TZVPD) results for a cluster of 10 separate species, C20H60O19 in total at a distorted geometry.

F_max: 2.8 eV/Å
E_HOMO: -9.537 eV
Structure (SMILES): OCCO.OCCO.OCCO.OCCO.OCCO.OCCO.OCCO.OCCO.OCCO.CCO
HOMO-LUMO gap: 9.6528 eV
Relative energy (zero: lowest compared OMol25 entry of this formula, charge and spin): 30.7 kcal per mole

```
! RIJCOSX wB97M-V def2-TZVPD def2/J DEFGRID3
* xyz 0 1
O -4.14263 3.91386 -0.57387
C -3.36286 3.71686 0.59266
C -2.90451 2.30400 0.73437
O -3.92767 1.54697 1.37646
H -5.01227 3.65601 -0.25946
H -2.43050 4.27331 0.49690
H -3.87433 4.02764 1.50366
H -1.96106 2.29053 1.28011
H -2.70888 1.89773 -0.25799
H -3.82164 1.76656 2.30497
O -5.19230 0.64742 -0.90615
C -4.29621 -0.29616 -1.44546
C -4.98019 -1.02118 -2.65511
O -5.00584 -0.33004 -3.91518
H -4.93320 0.90722 -0.01904
H -3.32770 0.11719 -1.72692
H -4.05898 -1.08966 -0.73681
H -5.98722 -1.30766 -2.35191
H -4.36184 -1.91289 -2.75808
H -5.64539 0.38500 -3.87928
O 5.36213 -0.15065 1.74923
C 4.26764 -0.51437 0.90954
C 4.01519 0.54161 -0.24958
O 3.49272 1.78584 0.20606
H 5.10351 0.40964 2.48462
H 4.43869 -1.49071 0.45610
H 3.32948 -0.61866 1.45459
H 3.29047 0.09105 -0.92773
H 4.92324 0.77676 -0.80479
H 4.15372 2.48141 0.17679
O 0.43896 -1.09523 4.79866
C 1.72937 -1.48698 4.34411
C 2.54847 -2.09371 5.44772
O 2.63585 -1.44233 6.72925
H 0.46836 -0.20425 5.15488
H 1.78277 -2.19336 3.51569
H 2.30037 -0.61761 4.01814
H 3.54198 -2.45974 5.18877
H 2.12355 -3.07567 5.65582
H 1.75788 -1.47812 7.11589
O 0.38826 1.83231 -2.49648
C 1.33766 2.39876 -3.45292
C 2.67919 1.55355 -3.48762
O 3.29846 1.66972 -4.83509
H -0.24409 2.52830 -2.30328
H 0.88255 2.35829 -4.44254
H 1.68627 3.42021 -3.30051
H 2.46708 0.51171 -3.24748
H 3.45602 1.76700 -2.75340
H 2.69531 1.11914 -5.33974
O 0.38561 3.95436 1.47025
C 1.56659 4.50954 1.07195
C 1.61625 4.75750 -0.39342
O 2.76817 5.43534 -0.71333
H 0.45416 3.00181 1.56795
H 1.62995 5.49553 1.53228
H 2.40848 3.93334 1.45578
H 0.70543 5.31451 -0.61305
H 1.55524 3.82181 -0.94918
H 2.65369 5.56214 -1.65800
O 1.51772 -3.10040 -1.61889
C 1.72970 -4.41018 -1.01937
C 2.71678 -4.20377 0.14220
O 2.18940 -3.44769 1.21639
H 1.20855 -2.47483 -0.95959
H 0.77790 -4.84527 -0.71461
H 2.17993 -5.07814 -1.75368
H 3.59709 -3.70488 -0.26308
H 3.12392 -5.14477 0.51214
H 1.29377 -3.75613 1.37232
O -1.08529 -3.37297 -2.91100
C -1.39979 -2.61172 -4.03519
C -1.02870 -1.12227 -3.89861
O 0.37005 -0.98478 -3.86773
H -0.14772 -3.36475 -2.70486
H -0.90584 -2.96456 -4.94051
H -2.44848 -2.63245 -4.33170
H -1.51578 -0.67653 -3.03133
H -1.39317 -0.42937 -4.65700
H 0.70758 -1.21155 -2.99810
O 0.65608 -0.42325 -1.06268
C -0.35248 -0.32284 -0.10616
C 0.11697 0.13485 1.33543
O 0.71977 1.44793 1.30078
H 0.78068 0.44300 -1.45726
H -0.96553 0.48005 -0.51561
H -0.95327 -1.22213 0.02954
H 0.89200 -0.52761 1.72090
H -0.69775 0.01409 2.04940
H 1.54308 1.42875 0.80744
C -3.35950 -2.08687 1.81927
C -2.89503 -1.88185 3.27833
O -2.61525 -3.18760 3.68471
H -3.47131 -1.13506 1.30000
H -4.29824 -2.64020 1.79293
H -2.66900 -2.76016 1.31133
H -3.68526 -1.49303 3.92056
H -2.02830 -1.22142 3.30524
H -2.36494 -3.11196 4.60841
*
```



DFT (ωB97M-V/def2-TZVPD) results for a structure of composition C25H38Cl2GdN2O3P at a distorted geometry.

F_max: 5.3 eV/Å
E_HOMO (spin up / spin down): -7.042 / -6.733 eV
HOMO-LUMO gap (spin up / spin down): 7.3561 / 7.0494 eV
Relative energy (zero: lowest compared OMol25 entry of this formula, charge and spin): 10.3 kcal per mole

```
! RIJCOSX wB97M-V def2-TZVPD def2/J DEFGRID3
* xyz 0 8
O 2.73620 0.91648 -4.10123
C 2.56050 1.17128 -5.27583
C 2.61840 2.51378 -5.87113
C 2.88930 3.63558 -5.08503
H 3.05710 3.49818 -4.02583
C 2.93810 4.88858 -5.66503
H 3.14780 5.75888 -5.05773
C 2.71780 5.03338 -7.03193
H 2.75690 6.01628 -7.48273
C 2.44820 3.92248 -7.81953
H 2.27760 4.03848 -8.88123
C 2.39860 2.66548 -7.23933
H 2.18870 1.79228 -7.84553
H 2.33620 0.35978 -6.00073
C -2.79890 0.58228 -1.96803
C -2.57280 -0.19222 -0.71273
H -3.85100 0.63678 -2.25783
H -2.24300 0.12918 -2.78793
H -2.41780 1.59648 -1.87123
C -3.49780 -0.92952 -0.08933
C -4.92700 -1.15432 -0.48513
H -3.20330 -1.47592 0.80357
H -5.23080 -0.55302 -1.33763
H -5.60750 -0.92862 0.34097
H -5.10060 -2.20202 -0.74703
Gd -0.70130 -0.14012 0.07407
Cl -0.69360 2.16528 0.44717
Cl 0.38330 -0.08852 -1.96103
C -2.40220 0.29538 2.38927
O -1.43810 -0.39012 2.00637
N -3.04720 0.07578 3.53787
C -2.67980 -1.01752 4.41417
C -4.15920 0.91048 3.93827
H -2.76540 1.13568 1.80167
H -1.85600 -1.56072 3.96757
H -3.52670 -1.69022 4.55167
H -2.37710 -0.63742 5.39007
H -4.33100 1.67768 3.18997
H -3.95310 1.39408 4.89357
H -5.06670 0.31488 4.04157
H -0.23500 -5.61112 0.87127
H 2.18650 -5.39152 -0.13833
C -0.55030 -4.98092 0.03927
C 1.73030 -4.75602 -0.89833
N 0.53630 -4.12122 -0.38403
H -1.38400 -4.36322 0.34947
C 0.43570 -2.79082 -0.32793
O -0.56710 -2.20212 0.10787
H 2.44900 -3.99992 -1.19763
H 1.29500 -2.23862 -0.70393
H -0.86290 -5.62262 -0.78423
H 1.49230 -5.37222 -1.76573
C 3.64750 0.37538 1.49037
P 1.90520 -0.15152 1.30177
C 2.37210 -1.90682 1.59857
C 1.33930 0.62748 2.83347
C 0.99080 -0.18022 3.93227
C 0.54800 0.39508 5.12497
C 0.44780 1.78198 5.23537
C 0.79720 2.59468 4.15327
C 1.24550 2.02158 2.95677
H 4.24840 -0.01302 0.64227
H 4.08600 0.02488 2.44867
H 3.70050 1.48338 1.47557
H 3.09000 -1.98732 2.44037
H 1.49270 -2.49812 1.91917
H 2.88300 -2.34632 0.71997
H 1.05380 -1.25752 3.87597
H 0.28040 -0.23702 5.96267
H 0.10140 2.22498 6.16017
H 0.72070 3.67008 4.24307
H 1.51700 2.66418 2.13077
*
```



DFT (ωB97M-V/def2-TZVPD) results for a cluster of 4 separate species, C18H33ClFNO10 in total.

F_max: 0.5 eV/Å
E_HOMO: -9.975 eV
Structure (SMILES): C[C@H](F)[C@]1(Cl)CCC(=O)N1.CCOC(=O)OC.CCOC(=O)OC.CCOC(=O)OC
HOMO-LUMO gap: 10.3894 eV

```
! RIJCOSX wB97M-V def2-TZVPD def2/J DEFGRID3
* xyz 0 1
C -4.20799 -1.71276 0.23913
C -3.23437 -0.88728 1.07082
F -2.90555 -1.59191 2.23653
C -3.73404 0.48809 1.51101
Cl -4.25610 1.34266 -0.03943
C -2.67577 1.34864 2.20182
C -3.53495 2.38116 2.92293
C -4.72492 1.54810 3.35348
O -5.50817 1.73094 4.24502
N -4.76485 0.45512 2.49053
H -5.25335 -1.45107 0.43227
H -4.01506 -1.59313 -0.82888
H -4.07216 -2.76438 0.50167
H -2.31049 -0.71755 0.50352
H -2.22681 0.70061 2.96745
H -1.89255 1.73090 1.54786
H -3.06960 2.95873 3.71947
H -3.95148 3.09954 2.20317
H -5.62379 -0.05389 2.35070
C 3.21889 -1.06330 -2.67645
C 2.99953 0.16129 -1.81872
O 1.85975 0.01372 -0.95094
C 2.04653 -0.76481 0.11185
O 3.06863 -1.32144 0.41881
O 0.89380 -0.83747 0.77958
C 0.92479 -1.68709 1.93183
H 2.31905 -1.29743 -3.24659
H 4.03560 -0.89237 -3.37731
H 3.47235 -1.92740 -2.06563
H 2.75685 1.02768 -2.43061
H 3.87907 0.39568 -1.21946
H 1.72510 -1.39879 2.60933
H 1.05398 -2.72573 1.63175
H -0.03954 -1.56528 2.41717
C 2.61759 5.12182 3.41783
C 1.49889 5.38674 2.43551
O 0.21210 5.04042 2.97879
C -0.30165 5.92317 3.83425
O 0.18857 6.97413 4.15410
O -1.45392 5.43174 4.29108
C -2.10770 6.25017 5.26784
H 2.60249 4.08007 3.73989
H 3.57803 5.32336 2.94311
H 2.52777 5.76029 4.29517
H 1.59571 4.75227 1.55665
H 1.48250 6.42776 2.11479
H -2.25727 7.25770 4.88666
H -1.52018 6.28900 6.18335
H -3.06410 5.77272 5.45780
C 1.28773 -5.31400 -7.75032
C 2.70200 -5.54919 -7.26932
O 2.99944 -4.79399 -6.08134
C 2.50806 -5.29585 -4.95032
O 1.88325 -6.31816 -4.83716
O 2.81339 -4.45856 -3.95790
C 2.30072 -4.84590 -2.67978
H 1.11422 -4.25021 -7.91579
H 1.12766 -5.84116 -8.69102
H 0.56184 -5.67811 -7.02507
H 3.42476 -5.19107 -7.99968
H 2.89191 -6.60483 -7.07849
H 2.61663 -5.85341 -2.41910
H 1.21289 -4.79303 -2.67867
H 2.70427 -4.13366 -1.96653
*
```



Which of these has the lowest F_max? C18H33ClFNO10



The lowest F_max belongs to which entry? C18H33ClFNO10



Among the records above, which one has the lowest F_max? C18H33ClFNO10